The following is a DFT calculation (ωB97M-V/def2-TZVPD) of a molecular structure, C6N3PdS3Se.

Output
Multiplicity = 2
Energy above the lowest of the compared OMol25 structures with the same formula, charge and spin = 126.6 kJ/mol
⟨S²⟩ = 0.7615
HOMO (alpha / beta) = -1.0 / -0.8 eV
Total charge = -2

The geometry in XYZ format:
```
14
Properties=species:S:1:pos:R:3:forces:R:3:lowdin_spin:R:1
Pd 1.0523 1.0376 -0.2956 -0.48 -0.63 0.06 0.595
S -0.5878 -0.0274 -1.7532 0.12 0.20 0.13 0.194
C -1.4529 -1.0035 -0.6087 0.08 0.00 0.13 0.013
C -2.6510 -1.6168 -1.0902 -0.10 -0.04 -0.06 0.005
N -3.6123 -2.0985 -1.5088 -0.02 -0.01 -0.01 0.002
C -1.0610 -1.2250 0.6840 0.00 0.09 -0.12 0.015
S 0.3264 -0.5305 1.4416 0.23 -0.06 -0.15 0.114
C -1.8484 -2.0982 1.5020 -0.06 -0.13 0.03 0.003
N -2.4636 -2.8104 2.1687 -0.01 0.02 0.05 0.005
S 0.5634 3.7958 1.3660 -0.05 -0.02 -0.15 -0.014
C 0.6930 2.8193 0.1437 0.03 0.59 0.18 0.027
Se 3.4389 1.4654 -2.2584 0.22 -0.01 -0.01 0.001
C 3.7217 1.2382 -0.4652 0.05 -0.10 -0.09 0.008
N 3.8813 1.0539 0.6740 -0.01 0.12 0.02 0.032
```
Forces are in eV/Å.

---

The following is a DFT calculation (ωB97M-V/def2-TZVPD) of 9 unconnected molecules or ions with the total composition C70H122F15N6O12P in a non-equilibrium geometry.

Output
HOMO = -10.8 eV
Total charge = +2

The geometry in XYZ format:
```
226
Properties=species:S:1:pos:R:3:forces:R:3:mulliken_charge:R:1
C 15.0428 13.6633 29.0834 0.55 -1.23 -0.62 -1.361
C 15.5280 14.7073 30.0401 1.74 -1.40 1.95 -0.274
C 15.8071 15.9217 29.2093 0.70 2.03 -1.09 -0.493
C 16.5561 17.1618 29.7895 -0.38 0.17 -0.54 -0.719
P 16.6291 18.6030 28.5364 0.89 -3.17 0.36 0.740
C 17.8832 18.2399 27.2708 0.26 0.06 0.76 1.046
C 17.5785 18.9925 25.9582 -0.54 -1.40 -0.47 -1.340
C 18.8174 19.1973 25.1096 1.03 -0.29 -0.31 1.734
C 19.6379 20.4060 25.5902 -0.75 -0.25 -1.79 -1.638
C 17.1621 19.9490 29.4701 0.73 0.69 0.79 -0.090
C 16.4162 20.2675 30.7386 0.64 -0.13 1.18 -0.934
C 16.9609 21.6195 31.2702 -0.59 0.48 -0.94 -0.433
C 16.5625 21.8096 32.7196 1.16 0.49 0.26 -1.515
C 15.0811 18.8040 27.6846 -0.10 1.46 -0.48 -1.085
C 13.7960 19.2316 28.4281 0.86 0.20 1.14 -0.494
C 12.6518 19.1819 27.4527 -1.65 0.31 1.23 -0.754
C 11.2783 19.8245 27.9613 2.27 -0.21 -1.72 -1.349
H 14.9632 12.6222 29.3948 0.33 0.10 0.74 0.386
H 15.7903 13.6442 28.2685 -0.74 -0.10 -0.03 0.287
H 14.0549 13.8547 28.7391 -0.77 0.59 -0.77 0.367
H 16.4495 14.2673 30.5566 -0.57 0.89 -0.96 0.244
H 14.9102 14.8281 30.9355 -0.50 0.50 -0.47 0.437
H 14.8648 16.3903 28.8696 -0.02 -0.71 -0.06 0.144
H 16.3512 15.6140 28.2764 -0.45 0.11 0.76 0.087
H 17.5789 16.9492 30.1730 -0.66 0.19 -0.36 0.174
H 15.9316 17.5587 30.5978 0.31 0.00 0.14 0.740
H 17.8980 17.1482 27.1878 -0.20 0.01 -0.47 0.475
H 18.9001 18.4193 27.7486 -0.94 0.31 -0.33 -0.500
H 17.2090 19.9658 26.2045 -0.70 0.70 0.01 0.660
H 16.7818 18.3740 25.4418 0.73 1.01 0.24 0.036
H 18.7004 19.3548 24.0082 -0.45 -0.35 0.84 -0.546
H 19.3976 18.2979 25.3388 0.32 -0.02 -0.73 -0.713
H 20.0723 20.1675 26.5160 0.17 0.12 1.66 -0.084
H 18.9413 21.2679 25.5669 0.79 -0.07 0.36 0.603
H 20.4828 20.5701 24.9085 -0.45 0.18 -0.01 0.378
H 17.0827 20.8314 28.8916 0.04 1.01 -1.14 0.920
H 18.2436 19.7983 29.6213 -0.30 0.04 0.12 -0.592
H 16.5820 19.4951 31.5171 -0.01 0.26 -0.41 0.471
H 15.3263 20.2764 30.5553 0.44 0.35 0.21 0.383
H 16.6080 22.3761 30.5339 -0.21 -0.02 0.77 0.506
H 18.0645 21.7604 31.1808 -0.57 -0.79 0.07 0.236
H 17.0184 22.7110 33.1814 -0.74 -0.30 -0.38 0.374
H 17.0438 20.9949 33.2296 0.34 -0.52 0.52 0.379
H 15.5220 21.6669 32.9576 -0.53 0.48 -0.20 0.390
H 15.0484 17.8987 27.0690 -0.63 -0.03 0.12 0.696
H 15.2634 19.6371 26.9599 0.08 -0.72 0.37 0.533
H 13.9322 20.2728 28.8451 -0.03 -1.00 -0.44 0.297
H 13.6320 18.5571 29.3183 -0.14 0.63 -0.85 0.415
H 12.5707 18.1214 27.2108 -0.64 -0.03 -0.14 0.444
H 12.8199 19.6964 26.5307 0.78 0.31 -0.64 0.372
H 11.1238 19.6705 28.9954 -0.74 -0.78 0.90 0.384
H 10.5961 19.4499 27.2198 -1.08 -0.33 0.50 0.387
H 11.2654 20.9048 27.8273 0.41 0.13 -0.09 0.345
C 20.5623 15.7984 23.5557 -0.70 -1.15 0.44 -0.262
N 21.9931 15.4480 23.8983 -1.83 -0.73 2.61 1.739
C 22.1238 13.9412 23.9405 0.32 0.90 -1.23 0.011
C 22.9024 16.0633 22.9748 0.10 -0.25 -1.53 -0.042
C 22.4119 15.9259 25.2942 -0.15 1.78 -0.04 -1.756
C 21.5906 15.6071 26.5181 -1.27 0.31 -0.29 0.704
O 20.5521 16.6347 26.5959 0.80 -1.09 -0.84 0.418
H 20.4146 16.8557 23.6865 -0.01 0.44 0.50 0.522
H 19.8653 15.1731 24.2030 1.00 0.93 -0.67 0.007
H 20.3387 15.5945 22.4961 0.55 -0.36 0.20 -0.202
H 21.8534 13.6669 22.9280 0.32 -0.26 -0.22 -1.104
H 21.3712 13.4380 24.5498 0.36 0.36 0.38 -0.391
H 23.1865 13.7529 24.1342 -0.43 -0.35 0.12 0.828
H 23.8801 16.1639 23.4108 0.34 0.13 -0.03 0.021
H 22.4652 16.9681 22.6315 0.01 1.37 0.24 0.336
H 22.8936 15.4906 22.0623 0.41 -0.58 -0.22 -0.357
H 22.4425 17.0451 25.2717 0.20 -0.79 -0.34 0.453
H 23.4054 15.5323 25.3592 0.64 -0.15 0.33 0.838
H 22.2231 15.6189 27.4329 -0.24 -0.01 -0.65 0.348
H 21.1267 14.6215 26.3904 0.19 0.20 0.36 -0.955
H 20.3679 16.8408 27.5148 0.12 0.45 0.88 -0.798
C 19.3409 9.8076 21.7097 0.77 1.12 0.23 -0.606
N 19.0139 11.1882 21.2318 -0.74 1.01 1.62 0.486
C 17.9052 11.7236 22.1522 -0.90 -0.39 -2.10 -0.454
C 20.1914 12.0972 21.4386 0.33 -0.42 -1.58 -0.367
C 18.6619 11.2360 19.7810 2.38 -0.14 -0.39 -0.321
C 17.8803 12.4299 19.2481 -2.35 -0.47 -0.31 -0.847
O 18.0522 13.7978 19.4969 -0.46 -0.65 0.28 -0.386
H 20.2436 9.4729 21.1805 -0.42 -0.15 0.19 0.315
H 18.4854 9.1648 21.6054 -0.22 -0.30 -0.27 0.414
H 19.5444 10.0014 22.7643 0.32 -0.58 0.05 0.149
H 17.0045 11.0511 21.9676 1.07 0.95 0.62 0.364
H 17.6876 12.7646 21.8099 0.07 -0.88 0.35 0.172
H 18.3328 11.7120 23.1408 -0.06 -0.04 0.56 0.060
H 19.8464 13.1094 21.2577 0.23 0.10 0.06 0.040
H 20.8131 11.7668 20.6046 0.50 0.56 0.26 0.321
H 20.7533 12.0122 22.3561 -0.64 -0.46 0.63 -0.157
H 18.0499 10.3525 19.6043 0.01 0.06 -0.31 0.439
H 19.7021 11.1034 19.2693 -1.99 0.11 0.56 0.284
H 16.8138 12.1903 19.5030 0.63 0.40 0.30 0.473
H 17.8111 12.2302 18.1778 0.57 0.11 -0.36 0.355
H 18.9304 14.1524 19.7923 1.06 -0.10 -0.23 0.074
C 28.0552 15.4868 32.3158 -0.47 0.82 0.40 -1.070
N 27.5279 16.2823 31.1475 -0.26 -2.70 1.92 0.248
C 26.5539 15.6873 30.2688 -0.69 -0.70 0.88 -0.346
C 25.4867 16.6598 29.8833 0.27 1.01 -0.22 -1.220
C 25.7531 17.9779 29.9246 1.43 0.40 -0.17 1.908
C 27.0543 18.4163 30.3858 -0.62 -0.47 0.25 -1.686
C 27.8493 17.5685 31.0755 1.17 1.36 -0.62 -0.465
C 24.8004 18.9977 29.4204 0.39 -1.24 1.18 0.941
C 23.8060 18.4926 28.6132 -0.82 0.71 -1.14 0.204
C 22.8475 19.3698 28.1791 -1.01 1.00 0.00 -0.972
N 22.8650 20.6901 28.6062 -0.94 -2.10 -0.89 0.393
C 23.8134 21.1681 29.4073 -0.49 1.33 0.05 -0.489
C 24.8003 20.3429 29.8160 0.61 -0.66 -0.47 -0.916
C 21.7163 21.4901 28.2370 1.65 3.39 0.09 -0.769
H 29.0938 15.7621 32.4372 0.15 0.68 0.43 0.401
H 28.1903 14.4296 32.1811 -0.73 -0.56 -0.85 0.387
H 27.4588 15.6187 33.2831 0.78 0.17 -1.42 0.293
H 26.0136 14.8980 30.8146 0.50 -0.12 -0.09 0.543
H 24.4805 16.3835 29.6286 0.03 -0.83 0.14 0.827
H 27.2812 19.4262 30.2549 0.75 1.31 -0.05 0.517
H 28.8536 17.8563 31.4876 -1.29 -0.17 -0.17 0.312
H 23.7864 17.4616 28.2550 0.01 0.51 0.20 0.137
H 21.9666 19.0664 27.5653 0.95 0.39 0.64 0.159
H 23.7285 22.2468 29.7055 0.14 -1.30 -0.37 0.365
H 25.6049 20.7837 30.3434 0.57 0.01 0.78 0.559
H 21.6934 22.3732 28.9271 0.01 -0.73 -0.53 0.475
H 20.8314 20.9812 28.3832 -1.71 -1.40 0.08 0.057
H 21.8355 21.9257 27.2259 -0.19 -0.58 0.37 0.318
C 23.2879 22.1645 15.7473 0.56 -1.12 -1.82 -0.990
N 22.4918 21.2389 16.5489 -0.78 0.76 0.08 0.156
C 22.2733 19.9816 16.1705 0.03 -1.64 -0.47 -0.556
C 21.4117 19.1415 16.9055 2.02 0.13 -2.34 -0.772
C 20.6847 19.6731 17.9142 -1.25 -1.08 2.51 0.841
C 20.8188 21.0034 18.2530 1.34 2.36 -0.46 -0.199
C 21.7915 21.7774 17.5590 -1.51 -0.63 1.39 -0.932
C 19.8336 18.7234 18.7756 1.54 1.55 -2.02 1.884
C 19.3089 17.6160 18.1709 -0.43 -0.78 -1.70 -0.982
C 18.4470 16.8606 18.8908 -0.71 -1.21 1.45 -1.089
N 18.2685 17.1502 20.2348 -1.25 -1.54 -2.12 0.356
C 18.8206 18.1709 20.8083 1.05 -0.18 1.74 -0.358
C 19.6620 18.9590 20.0913 -0.09 0.81 0.16 -1.229
C 17.3836 16.3140 21.0471 -0.59 0.53 0.78 -0.859
H 23.8331 22.8480 16.3485 0.13 0.65 0.63 0.381
H 22.6744 22.6392 14.9774 -0.16 0.23 0.49 0.363
H 24.0174 21.5889 15.1677 -0.02 -0.02 0.30 0.337
H 22.8168 19.6445 15.2581 -0.43 0.22 1.01 0.375
H 21.3991 18.0763 16.6596 -0.05 0.51 -0.01 0.371
H 20.2383 21.5315 19.0337 0.32 -0.52 -0.17 0.487
H 22.0117 22.8268 17.8010 -0.24 -0.63 -0.08 0.480
H 19.6121 17.3249 17.1388 -0.95 0.42 1.05 0.835
H 17.9083 15.9642 18.5278 0.56 0.69 0.29 0.602
H 18.6916 18.1887 21.8971 0.05 0.77 -0.55 0.484
H 20.0513 19.7944 20.6009 0.57 1.00 0.71 0.868
H 16.6987 15.8479 20.3218 0.18 -0.24 0.99 0.399
H 16.8755 16.9902 21.7927 0.11 -0.65 -1.09 0.464
H 17.9810 15.6405 21.6869 -0.25 -0.16 -0.85 0.061
C 20.2025 18.1676 30.1270 -0.87 0.99 -0.05 -0.211
O 20.8679 19.2788 30.7718 -0.01 0.45 0.72 0.200
O 20.3697 18.2171 28.8001 -0.28 -0.05 1.13 0.180
C 20.8004 16.8700 30.6897 2.42 -0.67 -0.81 0.595
F 19.9869 15.8206 30.5339 -0.27 0.03 0.17 -0.232
F 21.9581 16.5683 29.9682 -0.84 0.02 -0.08 -0.202
F 21.2927 16.8732 31.9342 -1.06 0.28 0.48 -0.346
C 20.4335 19.8144 32.0752 -0.73 -0.93 -1.31 0.081
C 21.2841 21.0141 32.3086 0.31 0.27 0.34 -1.390
H 21.2537 21.6686 31.4445 -0.08 0.20 -0.19 0.153
H 20.9268 21.5799 33.1808 0.31 -0.20 -0.15 0.473
H 22.3204 20.6801 32.4378 -0.15 0.26 0.18 0.330
H 20.5354 19.0991 32.8871 0.27 -0.33 -0.07 0.366
H 19.3517 20.0607 32.0537 0.35 0.00 -0.30 -0.119
H 19.1052 18.2424 30.4572 0.94 -0.39 0.02 -0.751
C 21.3470 14.4772 19.5113 0.93 0.20 -0.67 -0.949
O 22.4133 14.1725 20.4188 0.19 -0.21 0.72 -0.172
O 20.2680 14.9319 20.0697 -0.80 0.46 0.86 0.383
C 21.9722 15.5462 18.5729 -0.39 0.90 -0.97 0.703
F 21.1126 15.8559 17.4981 1.21 -1.24 0.44 -0.318
F 22.1259 16.7540 19.1349 0.14 0.00 0.71 -0.259
F 23.1862 15.2240 18.0834 -0.71 -0.11 -0.28 -0.276
C 23.2585 13.0552 20.1080 -0.46 0.16 1.04 -0.519
C 24.0692 12.7447 21.3613 -0.60 2.13 -0.28 -1.164
H 24.6192 13.6206 21.7400 -0.43 0.16 -0.30 0.270
H 23.4098 12.4501 22.1402 -0.40 -0.58 0.66 0.116
H 24.8401 12.0677 21.2221 1.16 -1.83 -0.53 0.622
H 23.8598 13.2678 19.2629 0.83 0.33 -0.82 0.536
H 22.6369 12.2044 19.8291 -0.09 -0.22 0.02 0.318
H 21.2209 13.5702 18.9192 -0.16 -0.50 -0.67 0.296
C 26.8809 14.7046 27.9321 0.81 1.27 0.90 -0.259
O 26.2418 15.7694 27.3125 0.49 -0.17 -0.46 -0.066
O 27.3735 15.0504 29.2606 -0.18 -0.02 -1.97 -0.488
C 25.8489 13.6061 28.0790 1.62 -2.17 1.38 0.620
F 26.3098 12.7671 29.0735 -0.33 0.32 -0.55 -0.322
F 24.7078 14.0680 28.4568 -2.08 1.36 1.12 -0.105
F 25.5802 12.8298 27.0567 0.61 -0.29 -1.54 -0.287
C 27.2611 16.7102 26.9123 -0.51 0.96 2.03 -0.151
C 26.7087 17.5716 25.8380 -1.35 0.41 -0.67 -1.021
H 27.4479 18.0722 25.2335 0.44 0.10 -0.02 0.456
H 26.1261 16.9256 25.1766 0.14 -0.03 -0.22 0.121
H 25.9832 18.3368 26.1662 0.42 -0.27 0.26 0.172
H 28.0965 16.1163 26.5773 0.58 0.17 -0.20 0.505
H 27.5155 17.2906 27.8611 0.14 -0.62 -1.36 0.111
H 27.8124 14.4812 27.3254 -1.11 -0.64 1.01 0.580
C 20.3986 11.6075 25.6785 1.21 0.74 -0.76 -0.550
O 20.6557 12.7514 26.5860 1.28 0.06 -1.06 -0.297
O 20.2168 12.0116 24.4312 -0.88 -0.32 0.47 -0.691
C 21.6322 10.6703 25.7148 0.53 -0.49 1.79 0.609
F 22.8260 11.3432 25.6124 -1.15 -1.00 -0.51 -0.177
F 21.6732 10.0379 26.9634 0.16 0.47 -1.42 -0.307
F 21.5519 9.6622 24.7820 0.44 1.34 0.92 -0.286
C 20.1188 12.7996 27.8587 -2.09 1.46 0.67 -0.742
C 18.5942 13.1775 27.7896 0.95 -2.24 -1.10 -0.701
H 18.4196 14.1744 27.4806 0.04 1.34 0.09 -0.087
H 18.2228 12.5805 26.9189 -0.23 0.16 0.91 0.331
H 18.0944 12.9018 28.7146 -0.23 0.15 -0.03 0.465
H 20.5747 13.5958 28.4826 0.44 -0.46 -0.59 0.075
H 20.2037 11.8859 28.3961 0.27 -0.98 0.41 0.700
H 19.6536 11.0760 26.2174 -1.44 -0.97 0.17 0.825
C 19.5130 21.9707 21.9203 -0.47 0.37 -0.33 -0.280
O 19.2099 22.4997 20.5894 -0.47 -0.47 -1.60 -0.386
O 19.4192 20.6718 22.0882 0.06 0.99 0.05 -0.735
C 20.9286 22.5448 22.0874 0.69 -3.03 1.62 0.685
F 21.7782 21.8358 21.2474 -0.26 1.22 0.24 -0.261
F 21.1606 23.8398 21.9996 -0.03 -0.29 -0.17 -0.280
F 21.2990 22.1032 23.3664 0.30 1.18 -0.95 -0.235
C 17.8165 22.4332 20.3385 -0.66 1.33 0.91 -0.150
C 17.4424 22.2766 18.9175 2.31 -2.12 -0.82 -1.095
H 16.3999 22.1956 18.7746 -1.18 -0.55 -0.01 0.429
H 17.7703 23.0039 18.2169 0.52 1.21 -0.21 0.306
H 18.0304 21.3643 18.6243 -1.12 0.22 -0.36 0.029
H 17.3106 23.3588 20.6450 0.30 0.08 0.66 0.361
H 17.3798 21.6133 20.9059 0.03 -0.15 0.11 0.209
H 18.8272 22.6006 22.4881 -0.10 0.13 1.10 0.448
```
Forces are in eV/Å.